Entry 1:
Molecular formula: BH2ISSm
Method: DFT, ωB97M-V/def2-TZVPD

Computed properties:
LUMO level (alpha / beta) in eV: -9.942 / -9.803
Multiplicity: 5
Total charge: +2
Frontier orbital gap (alpha / beta) in eV: 6.63 / 6.77
E_HOMO (alpha / beta) in hartree: -0.609 / -0.609

Atoms and positions in Å:
H 1.814 0.329 -0.322
H -0.814 1.979 0.053
B -0.852 0.800 0.120
Sm 1.860 -2.640 -0.140
S 0.732 -0.164 0.425
I -2.740 -0.304 -0.135

Cartesian forces (eV/Å) of the 2 atoms listed first:
H -1.18 0.43 0.70
H 0.21 -0.19 -0.01

Quick look at the natural (NBO) charges, all values in e:
1. H 0.206
2. H 0.003
3. B 0.176
4. Sm 1.901
5. S -0.465
6. I 0.179

***

Entry 2:
Molecular formula: C13H28AsF6N3O2PtSSb
Method: DFT, ωB97M-V/def2-TZVPD

Computed properties:
LUMO level (alpha / beta) in eV: -13.025 / -16.010
Multiplicity: 6
Total charge: +4
Frontier orbital gap (alpha / beta) in eV: 8.30 / 5.65
E_HOMO (alpha / beta) in hartree: -0.784 / -0.796

Atoms and positions in Å:
C 4.303 -0.647 2.153
H -1.432 2.387 -5.052
H 4.669 -1.064 -1.532
H 4.305 2.580 1.649
H -3.327 1.852 4.370
H 3.528 -1.407 2.121
C -3.090 -0.824 2.508
F 3.249 -2.465 0.073
C -0.462 1.360 -3.389
H -4.123 0.068 -0.037
H 4.164 0.054 2.974
H -0.204 -1.895 -3.039
Pt 1.114 0.129 -1.081
H -5.444 -0.407 1.049
S -2.088 0.613 2.014
H 5.951 2.084 1.177
N -1.507 -1.921 -5.403
C 5.302 -0.397 -0.955
N -1.512 0.351 -5.276
H -0.798 2.557 3.595
C -4.608 -0.781 0.455
H -2.648 2.823 1.508
C -3.641 -1.588 1.308
H -2.820 -2.010 0.728
H -2.448 -1.419 3.159
O 2.573 0.579 0.090
As 4.355 0.355 0.525
C -3.068 2.132 2.242
C -0.469 -0.939 -3.476
C -1.597 3.148 4.059
F 1.291 -4.326 0.445
H 5.282 -1.129 2.230
C -1.170 1.421 -4.630
H -0.184 2.272 -2.877
C -2.980 2.626 3.680
C -1.171 -0.844 -4.729
H 6.131 -0.965 -0.525
H -1.448 3.105 5.135
F 2.846 -4.191 -2.041
H -1.465 4.183 3.746
H -5.034 -1.407 -0.327
H 4.850 2.738 -0.058
H -3.873 -0.358 3.116
H -3.726 3.421 3.747
F 0.248 -3.363 -1.904
N -0.123 0.182 -2.835
H 5.686 0.422 -1.561
Sb 1.822 -3.199 -0.895
F 0.751 -1.693 0.005
H -4.075 1.827 1.939
H -4.160 -2.440 1.758
F 2.137 -1.561 -2.067
H -1.295 -2.868 -5.095
C 4.907 2.145 0.853
H -1.998 -1.810 -6.295
O -1.479 0.503 0.670

Cartesian forces (eV/Å) of the 2 atoms listed first:
C -0.03 -0.02 0.01
H 0.01 0.00 0.00

Quick look at the natural (NBO) charges, all values in e:
1. C -0.946
2. H 0.283
3. H 0.286
4. H 0.288
5. H 0.233
6. H 0.294
7. C -0.566
8. F -0.672
9. C 0.143
10. H 0.184
11. H 0.287
12. H 0.284
13. Pt 1.576
14. H 0.240
15. S 1.490
16. H 0.310
17. N -0.463
18. C -0.963
19. N -0.281
20. H 0.173
21. C -0.628
22. H 0.269
23. C -0.418
24. H 0.219
25. H 0.290
26. O -0.751
27. As 1.885
28. C -0.549
29. C 0.134
30. C -0.618
31. F -0.599
32. H 0.308
33. C 0.086
34. H 0.255
35. C -0.436
36. C 0.341
37. H 0.310
38. H 0.266
39. F -0.599
40. H 0.246
41. H 0.260
42. H 0.286
43. H 0.280
44. H 0.281
45. F -0.661
46. N -0.539
47. H 0.289
48. Sb 3.179
49. F -0.647
50. H 0.284
51. H 0.280
52. F -0.669
53. H 0.459
54. C -0.981
55. H 0.480
56. O -0.774

***

Entry 3:
Molecular formula: C9H16N4O3
Method: DFT, ωB97M-V/def2-TZVPD

Computed properties:
LUMO level in eV: 0.395
SMILES: C[C@@H]1NC(NCCC[C@H](N)C(=O)O)=NC1=O
Frontier orbital gap in eV: 9.38
E_HOMO in hartree: -0.330

Atoms and positions in Å:
H -1.931 -1.363 -2.275
N -0.341 -3.220 -1.992
O 1.839 3.677 1.882
H 3.211 -1.924 -3.054
H -0.146 3.228 3.972
C -0.866 -1.050 -2.491
O 1.591 -2.205 -4.652
H 0.992 0.443 3.931
H -2.505 0.483 -0.919
H -0.783 -1.320 -0.261
H 1.037 1.683 5.250
N 0.313 2.347 0.960
H 2.146 1.886 4.067
C 0.220 2.408 3.332
C 0.939 2.836 2.040
O 2.347 -1.999 -2.523
H -2.017 0.214 1.245
H -1.760 1.649 3.189
N -0.843 1.570 2.769
C -0.630 1.554 1.472
C -1.453 0.566 -0.660
C -0.163 -2.301 -3.073
C 1.358 -2.098 -3.449
H 0.019 -2.866 -1.200
H -1.040 1.512 -1.081
H -0.935 -0.265 -3.189
C -0.475 -0.617 -1.036
H 0.239 -4.020 -2.308
H 0.600 -0.400 -0.982
N -1.354 0.757 0.776
H -0.696 -2.692 -3.947
C 1.085 1.525 4.210

Cartesian forces (eV/Å) of the 2 atoms listed first:
H 0.88 0.01 -0.93
N -0.29 -3.92 -4.01

Quick look at the natural (NBO) charges, all values in e:
1. H 0.209
2. N -0.795
3. O -0.599
4. H 0.510
5. H 0.226
6. C -0.403
7. O -0.603
8. H 0.219
9. H 0.209
10. H 0.195
11. H 0.217
12. N -0.598
13. H 0.232
14. C -0.160
15. C 0.620
16. O -0.688
17. H 0.383
18. H 0.406
19. N -0.617
20. C 0.613
21. C -0.219
22. C -0.131
23. C 0.751
24. H 0.351
25. H 0.234
26. H 0.215
27. C -0.418
28. H 0.354
29. H 0.234
30. N -0.553
31. H 0.231
32. C -0.624

***

Entry 4:
Molecular formula: C2H4ClNOS
Method: DFT, ωB97M-V/def2-TZVPD

Computed properties:
LUMO level (alpha / beta) in eV: -1.893 / -1.226
Frontier orbital gap (alpha / beta) in eV: 7.12 / 9.02
E_HOMO (alpha / beta) in hartree: -0.331 / -0.377

Atoms and positions in Å:
Cl 0.459 1.798 0.429
C -1.034 -0.617 -0.076
N 1.301 -1.450 0.367
H -0.991 0.992 -1.299
S 2.065 -0.235 -0.118
O 3.191 0.028 0.746
C -0.953 0.798 -0.285
H -1.831 1.232 0.273
H -1.281 -1.098 0.809
H -0.926 -1.449 -0.847

Cartesian forces (eV/Å) of the 2 atoms listed first:
Cl -1.06 0.28 0.12
C 1.86 -2.85 -1.93

Quick look at the natural (NBO) charges, all values in e:
1. Cl -0.069
2. C -0.219
3. N -0.643
4. H 0.222
5. S 1.366
6. O -0.877
7. C -0.438
8. H 0.246
9. H 0.193
10. H 0.220

***

In eV, the calculated total energy values for the records above are, in order, -37528.612, -120217.839, -21694.499, -29028.806.